The following is a DFT calculation (ωB97M-V/def2-TZVPD) of a cluster of 2 separate species, C13H24FN3O8 in total in a non-equilibrium geometry.

Structure (XYZ):
```
49
C13H24FN3O8 | the OMol25 dataset | ωB97M-V/def2-TZVPD
O 0.542 -4.754 -6.020
C -0.795 -4.301 -6.263
C -1.181 -3.269 -5.197
O -0.859 -3.824 -3.902
C -1.112 -2.954 -2.785
F -2.446 -2.696 -2.685
C -0.317 -1.643 -2.941
O -0.531 -0.733 -1.839
C -0.698 -0.975 -4.269
O 0.078 0.218 -4.450
C -0.437 -1.940 -5.430
O -0.881 -1.300 -6.630
H 0.616 -4.978 -5.074
H -0.877 -3.869 -7.266
H -1.485 -5.148 -6.209
H -2.259 -3.083 -5.263
H -0.781 -3.455 -1.870
H 0.747 -1.900 -2.976
H -1.485 -0.618 -1.648
H -1.766 -0.725 -4.255
H 0.072 0.739 -3.624
H 0.639 -2.139 -5.500
H -0.477 -0.412 -6.670
C 2.884 0.179 5.387
N 1.648 0.847 4.983
C 1.450 1.433 3.797
O 2.328 1.477 2.935
C 0.083 2.120 3.570
C -0.183 2.519 2.105
C -0.342 1.313 1.194
N 0.721 0.840 0.593
O -1.426 0.792 1.006
N -0.070 3.316 4.408
C -0.348 3.279 5.710
C -0.507 4.608 6.411
O -0.472 2.233 6.335
H 2.996 -0.755 4.834
H 3.741 0.820 5.172
H 2.857 -0.035 6.456
H 0.902 0.931 5.666
H -0.687 1.401 3.860
H 0.627 3.148 1.734
H -1.112 3.086 2.049
H 1.633 1.153 0.897
H 0.580 0.075 -0.047
H 0.030 4.215 3.967
H -0.755 4.426 7.456
H 0.425 5.166 6.348
H -1.312 5.169 5.941
```

## Properties
frontier orbital gap = 0.3735 Eh
structure (SMILES) = OC[C@H]1O[C@H](F)[C@H](O)[C@@H](O)[C@@H]1O.CNC(=O)[C@H](CC(N)=O)NC(C)=O
E = -37439.6610 eV